1.
13
Properties=species:S:1:pos:R:3:forces:R:3:lowdin_spin:R:1 method="wB97M-V/def2-TZVPD" homo_ev="-6.10 / -6.10" charge=0 s_squared=0.760 de_lowest_kcal_mol=43.8 total_energy_ha=-512.94646 multiplicity=2
Cs -5.62362 -0.24793 -0.85112 0.1 0.0 1.4 0.000
O -5.60735 -0.41137 2.23793 0.1 0.0 -1.6 0.000
O 1.26129 0.40792 -1.52281 1.5 0.3 -0.8 0.158
O 0.24410 0.39411 0.52909 0.7 -0.1 1.1 0.002
O 2.48528 -0.48063 1.07586 0.3 -0.5 -0.2 0.259
O -0.91403 0.50192 -1.34324 1.1 1.0 0.3 0.024
C 2.53114 0.13025 -1.22060 -0.1 0.5 0.1 0.403
C 0.13737 0.51500 -0.74077 -2.8 -2.1 -0.5 0.007
C 3.09188 -0.33936 -0.00085 -0.1 0.2 0.1 0.131
H -6.07140 -0.23215 3.05288 -0.1 0.1 0.2 0.000
H 3.20357 0.43347 -2.02211 -0.2 -0.4 0.1 0.017
H 4.17235 -0.54277 -0.05658 -0.2 0.1 0.1 0.002
H 1.08942 -0.12846 0.86233 -0.3 1.0 -0.3 -0.002



2.
15
Properties=species:S:1:pos:R:3:forces:R:3:nbo_charge:R:1 method="wB97M-V/def2-TZVPD" homo_ev=-8.54 charge=0 de_lowest_kcal_mol=91.2 total_energy_ha=-341.85838 multiplicity=1
O 2.58961 0.59221 0.48666 -0.2 0.1 0.2 -0.711
N -1.69027 -0.57371 -0.89997 -0.1 1.0 2.8 -0.601
N -0.29283 0.03976 0.89704 0.4 0.2 0.4 -0.622
C 1.80817 -0.28776 -0.29536 -0.2 -0.3 -0.4 -0.060
C -0.53312 -0.60062 -1.47440 -0.9 0.3 1.1 0.111
C 0.35678 0.14269 -0.40376 0.2 0.0 -0.3 -0.193
C -1.66749 0.18801 0.68761 0.2 -0.3 -1.1 -0.110
H -2.62327 -0.90977 -1.03328 0.1 -0.4 -1.4 0.403
H 0.32080 1.19886 -0.71424 0.1 -0.1 0.0 0.214
H -1.97286 1.22410 0.48926 0.2 -0.3 -0.1 0.185
H -2.25787 -0.20714 1.54353 0.1 -0.3 -1.1 0.205
H 2.11786 0.74368 1.31737 0.1 0.0 -0.2 0.471
H 2.24616 -0.30206 -1.29340 0.0 0.0 0.1 0.200
H -0.12053 -0.88648 1.28385 0.1 0.1 0.0 0.360
H 1.84989 -1.31879 0.10100 0.0 0.2 -0.1 0.150



3.
7
Properties=species:S:1:pos:R:3:forces:R:3:nbo_charge:R:1 method="wB97M-V/def2-TZVPD" homo_ev=0.37 charge=-2 de_lowest_kcal_mol=7.7 total_energy_ha=-812.49579 multiplicity=1
S 1.73548 -0.40982 0.27600 -0.6 -0.2 -0.1 1.668
O 0.00432 0.00177 0.55746 1.3 0.1 0.8 -0.867
O 2.39071 0.74121 0.94480 -0.2 -0.2 -0.4 -1.050
O -1.99047 -0.98831 0.20298 -0.2 -1.2 0.8 -0.833
O 1.97346 -0.45062 -1.19107 -0.2 0.4 0.6 -1.046
O -1.59134 0.99594 -0.66617 0.2 0.6 0.0 -0.831
C -1.25995 -0.00779 0.00258 -0.2 0.5 -1.6 0.959



4.
33
Properties=species:S:1:pos:R:3:forces:R:3:nbo_charge:R:1 method="wB97M-V/def2-TZVPD" homo_ev=-17.60 charge=+3 de_lowest_kcal_mol=109.4 total_energy_ha=-1089.98578 multiplicity=1
In 0.53669 -3.74857 -0.21411 0.1 0.0 0.0 0.995
O 0.27413 0.76676 -0.86110 0.4 2.1 -0.4 -0.480
O 2.32105 -1.13486 2.69357 -0.7 0.4 0.0 -0.470
O 0.86463 -1.90289 -4.30666 -0.8 -1.3 2.5 -0.471
O -1.99931 -1.52508 2.59867 1.7 0.3 -0.2 -0.572
N -0.52646 2.81558 -1.51560 -6.2 2.9 -1.0 -0.748
N 0.51792 -1.71646 -6.49185 -1.1 -0.8 -2.7 -0.724
N -3.33789 -0.64524 4.24005 1.8 0.8 1.8 -0.709
N 1.32710 -0.04200 -5.32786 1.0 3.6 -0.2 -0.684
N 3.11885 -0.05169 4.46008 1.5 0.2 2.2 -0.743
N 1.19733 0.66727 3.47236 -0.1 -0.7 0.0 -0.685
N -4.20967 -1.70126 2.64467 -2.3 -2.0 -2.5 -0.710
N 1.47984 2.60245 -1.50114 7.0 0.7 0.0 -0.727
C 0.84644 -1.24039 -5.32634 0.8 -2.0 0.1 0.724
C 2.21160 -0.22632 3.55365 -0.2 -0.8 -1.5 0.734
C 0.40133 1.99602 -1.24402 -2.1 -5.0 0.9 0.728
C -3.06691 -1.33507 3.15431 -0.5 0.0 -0.4 0.736
H 1.77984 0.33532 -4.50764 -0.1 0.0 -0.3 0.430
H 3.06411 0.66475 5.16988 0.0 0.0 -0.1 0.423
H 3.82791 -0.75254 4.62177 0.0 0.0 -0.3 0.446
H 0.43567 0.36583 2.88151 -0.2 0.5 0.1 0.438
H -1.52527 2.67629 -1.57115 0.2 -0.6 0.4 0.433
H 1.44662 3.61179 -1.48634 0.8 -0.2 0.0 0.416
H 1.20492 1.46922 4.08630 -0.4 0.2 -0.4 0.429
H 1.20805 0.47892 -6.18493 0.2 0.7 0.4 0.418
H 0.53455 -1.09569 -7.28839 -0.2 -0.2 -0.1 0.414
H -4.31871 -0.51001 4.43953 0.7 0.7 0.9 0.427
H 0.09050 -2.62054 -6.63351 0.1 0.0 0.2 0.442
H -0.27217 3.71438 -1.89977 -0.3 -0.1 0.1 0.404
H -2.50481 -0.33398 4.71879 -0.8 0.5 0.8 0.426
H 2.33924 2.12979 -1.26008 0.3 0.4 -0.1 0.421
H -5.06775 -1.61660 3.17061 -0.1 -0.1 -0.6 0.416
H -4.19927 -2.09523 1.71473 -0.4 -0.2 0.2 0.422



5.
37
Properties=species:S:1:pos:R:3:forces:R:3:lowdin_spin:R:1 method="wB97M-V/def2-TZVPD" homo_ev="-23.92 / -23.83" charge=+4 s_squared=0.773 de_lowest_kcal_mol=0.0 total_energy_ha=-1915.50937 multiplicity=2
Mn -0.30594 -0.46275 0.74775 0.7 -0.2 0.2 0.908
O -0.98795 0.56095 -0.63285 0.0 0.0 0.1 -0.026
O -0.91069 -1.88432 -0.24468 0.0 0.0 0.0 0.060
O -1.28620 -1.22664 2.13435 0.0 0.0 -0.1 -0.022
N 5.52290 -0.82096 1.54321 -0.2 0.0 0.0 0.038
N 1.45333 -0.78332 1.03323 -1.0 0.1 -0.1 0.012
C -1.54615 -0.69427 3.50964 0.0 0.1 0.0 -0.001
C 3.41430 0.22884 1.99167 -0.3 0.1 0.0 0.016
C 4.23945 -0.80220 1.37829 0.4 0.0 0.1 0.003
C 3.56688 -1.80802 0.56999 -0.4 -0.1 -0.1 0.024
C -1.25200 -1.58769 -1.66900 0.0 0.0 0.0 0.001
C -1.13202 2.05427 -0.69947 0.0 0.0 0.0 -0.002
C 2.22560 -1.76042 0.41673 0.4 -0.2 -0.1 -0.006
C -2.17044 -2.35676 1.73394 0.0 0.0 0.0 0.001
C 2.08053 0.20066 1.79649 0.4 0.2 0.2 -0.006
C -1.49433 -3.00665 0.54869 0.0 0.0 0.0 0.003
C -1.75738 -0.16258 -1.68689 0.0 0.0 0.0 0.000
H -2.19530 -3.55385 -0.08104 0.0 0.0 0.0 0.000
H -2.80914 -0.06169 -1.41878 0.0 0.0 0.0 0.000
H -0.66663 2.45855 0.19809 0.0 0.0 0.0 0.000
H 1.44304 0.94738 2.26750 0.0 0.0 0.0 -0.001
H 1.69698 -2.49609 -0.17348 0.0 0.0 0.0 -0.001
H -3.14818 -1.93099 1.50723 0.0 0.0 0.0 0.000
H -2.24608 -3.04323 2.57862 0.0 0.0 0.0 -0.001
H -2.19646 2.27863 -0.72728 0.0 0.0 0.0 -0.001
H -2.61253 -0.49155 3.58837 0.0 0.0 0.0 0.000
H -1.56364 0.32117 -2.64509 0.0 0.0 0.0 -0.001
H -1.21556 -1.45432 4.21469 0.0 0.0 0.0 -0.001
H -0.96906 0.22265 3.61467 0.0 0.0 0.0 0.000
H 3.85789 1.00237 2.61068 0.0 0.0 0.0 0.001
H 6.01494 -0.12307 2.10799 0.0 0.0 0.0 0.000
H 6.12067 -1.53467 1.11722 0.0 0.0 0.0 0.000
H -0.61387 2.38512 -1.59686 0.0 0.0 0.0 -0.001
H -0.66008 -3.64864 0.82424 0.0 0.0 0.0 0.001
H -2.00745 -2.29760 -2.00450 0.0 0.0 0.0 -0.001
H -0.33116 -1.72908 -2.23112 0.0 0.0 0.0 0.001
H 4.13421 -2.60360 0.09693 0.0 0.0 0.0 0.001



6.
131
Properties=species:S:1:pos:R:3:forces:R:3:mulliken_charge:R:1 method="wB97M-V/def2-TZVPD" homo_ev="-10.10 / -10.01" charge=+1 de_lowest_kcal_mol=0.0 total_energy_ha=-4909.59230 multiplicity=1
Ni -1.03922 -0.12608 1.11609 0.3 -0.4 0.0 0.820
P -1.12878 0.97687 -2.16072 0.4 -0.2 0.1 -0.886
O 0.60090 -0.39819 2.27171 0.0 -0.1 -0.2 -0.095
O 3.98208 -1.34911 -0.32156 0.0 0.0 0.0 -0.276
O 7.13647 -1.22351 1.03399 -0.1 0.0 0.0 -0.552
N 0.41934 -1.36188 -2.64664 0.0 -0.1 0.1 0.746
N -3.84060 0.46509 -1.78457 -0.1 0.0 0.1 0.348
N 0.08788 1.78615 0.22643 0.0 0.1 0.0 1.169
N 2.22150 1.32027 -2.86314 0.0 0.0 0.1 0.217
N -2.65583 0.02234 0.00880 0.2 0.0 0.1 0.626
N 0.24788 3.29010 -1.38284 0.0 0.0 0.0 0.730
N -0.12402 -1.08879 -0.53546 -0.4 0.5 -0.1 1.010
N 6.07892 -0.99252 -1.08046 0.1 -0.1 0.0 -0.121
C 1.36708 -4.82817 -2.48360 0.0 0.0 0.0 -0.061
C -0.21613 -0.56919 -1.75232 -0.1 0.2 0.1 -1.134
C 1.73549 5.03202 -0.37202 0.0 -0.1 0.1 -0.314
C -0.05998 -4.16869 2.52066 0.0 0.0 0.0 -0.640
C 0.87633 2.53682 3.12631 0.0 0.0 0.0 -0.038
C -3.12769 1.77514 4.25680 0.0 0.0 0.0 -0.828
C 6.69269 -1.88810 -0.12159 0.0 0.0 0.0 -0.527
C 4.74454 -0.76318 -1.07140 0.0 0.2 -0.1 0.364
C 2.96515 1.92793 -3.78814 0.0 0.0 0.0 -0.892
C 1.98585 -0.42829 1.89961 -0.1 0.0 0.1 -1.122
C 0.93788 -2.44068 -1.95567 0.1 0.3 -0.2 1.252
C -2.61077 0.52908 -1.21485 -0.2 0.0 0.0 -0.484
C 2.15058 7.22454 0.53533 0.0 0.0 0.0 -0.766
C -4.34562 -1.17173 1.42488 0.0 -0.1 0.0 0.662
C 0.52091 -1.14804 -4.08179 0.0 0.0 0.0 -0.983
C 4.21617 0.24626 -2.05888 -0.1 -0.1 0.1 -0.176
C 1.43993 6.03366 0.54789 0.0 0.0 0.0 -0.255
C 0.89687 2.80938 0.65278 -0.1 -0.1 0.3 -0.964
C -5.07666 -0.61008 2.46403 0.0 0.0 0.0 0.129
C -4.69692 -0.12311 -0.87685 0.1 0.2 -0.1 1.065
C -6.10840 -0.41324 -1.17136 0.0 -0.1 0.0 -0.061
C -8.77278 -1.02558 -1.69957 0.0 0.0 0.0 -0.426
C -3.09186 0.82181 5.26474 0.0 0.0 0.0 -0.851
C -7.12006 0.10133 -0.36637 0.0 0.0 0.0 -0.083
C 1.58323 2.79828 1.95789 -0.1 0.0 0.0 0.205
C 0.78874 -3.13837 0.51488 0.1 0.0 -0.1 0.129
C -1.92807 -0.66822 3.77757 0.0 0.0 0.0 0.137
C -4.35832 -3.28943 2.57848 0.0 0.0 0.0 -0.835
C 0.05540 3.97377 -2.64829 0.0 0.0 0.0 -0.978
C -3.93968 -0.39548 0.23468 -0.1 0.0 0.1 -1.283
C -5.07901 -2.71920 3.61757 0.0 0.0 0.0 -0.559
C 0.99956 3.75604 -0.33275 0.0 0.1 -0.3 0.743
C 4.33798 1.76813 -3.89461 0.0 0.0 0.0 -1.165
C -3.99800 -2.51763 1.48430 0.0 0.0 0.0 -0.160
C 3.46355 6.42565 -1.31251 0.0 0.0 0.0 -0.849
C -7.76945 -1.54210 -2.50815 0.0 0.0 0.0 -0.796
C -1.93784 0.28548 2.75690 0.0 0.0 -0.3 0.555
C 2.84812 0.50915 -2.01398 0.1 0.1 0.0 1.331
C -2.49537 -0.40729 5.01943 0.0 0.0 0.0 -1.119
C 0.57831 -2.25183 -0.64334 0.0 -0.3 0.1 -0.733
C 3.70037 -4.16618 -3.83503 0.0 0.0 0.0 -0.991
C -6.44370 -1.24043 -2.24224 0.0 0.0 0.0 -0.201
C 2.01888 -3.75607 0.72675 0.0 -0.1 -0.1 0.070
C 2.75756 5.23283 -1.29706 0.0 0.0 0.0 0.151
C 1.16619 -4.78622 2.72648 0.0 0.0 0.0 -0.914
C 1.74686 -3.49297 -2.59256 -0.1 0.0 0.0 -0.286
C 2.20440 -4.57947 1.82683 0.0 0.0 0.0 -0.794
C 3.15890 7.42346 -0.39687 0.0 0.0 0.0 -0.467
C 1.53601 2.47830 4.34460 0.0 0.0 0.0 -0.629
C 4.97255 0.90389 -3.01842 0.0 0.0 0.0 -0.517
C -5.44116 -1.38052 3.55615 0.0 0.0 0.0 -1.180
C -8.44597 -0.20634 -0.62891 0.0 0.0 0.0 -0.837
C 2.15136 -5.82430 -3.04412 0.0 0.0 0.0 -0.882
C -2.56610 1.50147 3.01451 0.0 0.0 0.0 0.413
C -4.21235 0.96694 -3.10105 0.0 0.0 0.0 -0.993
C 2.90750 2.68928 4.40470 0.0 0.0 0.0 -0.559
C -0.25024 -3.35128 1.41666 0.0 0.0 0.1 -0.174
C 2.95720 3.01660 2.02284 0.0 0.0 0.0 -0.562
C 2.92122 -3.16935 -3.26858 0.0 0.0 0.0 0.054
C 3.31717 -5.49555 -3.72171 0.0 0.0 0.0 -0.526
C -0.27030 2.09231 -1.00463 -0.1 0.0 -0.1 -0.908
C 3.61617 2.96257 3.24235 0.0 0.0 0.0 -0.848
H 2.25154 0.02180 -1.25159 0.0 0.0 0.0 -0.291
H 4.61166 -3.90634 -4.35777 0.0 0.0 0.0 0.450
H -3.92580 0.26250 -3.88103 0.0 0.0 0.0 0.285
H -8.01851 -2.18935 -3.33836 0.0 0.0 0.0 0.403
H -3.53498 1.03131 6.22978 0.0 0.0 0.0 0.403
H 2.55581 0.19156 2.59414 0.0 0.0 0.0 0.524
H 0.40898 -2.10242 -4.59096 0.0 0.0 0.0 0.455
H 6.37556 -1.04374 1.59713 0.0 0.0 0.0 0.339
H -2.61193 2.25901 2.23702 0.0 0.0 0.0 0.164
H 6.04073 0.75423 -3.11261 0.0 0.0 0.0 0.447
H -5.28943 1.10365 -3.12274 0.0 0.0 0.0 0.448
H 4.89196 2.29543 -4.65833 0.0 0.0 0.0 0.486
H 4.25823 6.57310 -2.03206 0.0 0.0 0.0 0.439
H 2.83377 -3.56199 0.04106 0.0 0.0 0.0 0.362
H -5.36385 -3.31847 4.47255 0.0 0.0 0.0 0.443
H -1.20693 -2.86485 1.26142 0.0 0.0 0.0 0.132
H 2.04508 -0.00416 0.90347 0.0 0.0 0.0 0.088
H -0.26975 -0.47070 -4.39333 0.0 0.0 0.0 0.315
H 3.01567 4.44130 -1.99238 0.0 0.0 0.0 0.333
H 3.51392 3.21608 1.11449 0.0 0.0 0.0 0.465
H 3.92721 -6.27423 -4.15965 0.0 0.0 0.0 0.418
H -0.65074 3.40978 -3.25089 0.0 0.0 0.0 0.350
H -0.33487 4.97462 -2.47077 0.0 0.0 0.0 0.382
H -9.22538 0.19710 0.00351 0.0 0.0 0.0 0.424
H -3.59548 2.73578 4.43953 0.0 0.0 0.0 0.469
H 1.91602 7.99818 1.25417 0.0 0.0 0.0 0.417
H 3.16332 -5.05438 1.98790 0.0 0.0 0.0 0.460
H 4.68450 3.13165 3.28388 0.0 0.0 0.0 0.449
H -0.18787 2.35720 3.07790 0.0 0.0 0.0 0.561
H -4.08837 -4.33746 2.61247 0.0 0.0 0.0 0.499
H -9.80809 -1.26438 -1.90274 0.0 0.0 0.0 0.410
H -3.45419 -2.96408 0.65944 0.0 0.0 0.0 0.507
H 1.85034 -6.85946 -2.95301 0.0 0.0 0.0 0.437
H -0.87233 -4.32875 3.21913 0.0 0.0 0.0 0.562
H 1.48280 -0.70862 -4.34010 0.0 0.0 0.0 0.246
H 0.99727 4.05271 -3.18590 0.0 0.0 0.0 0.233
H -3.72522 1.92179 -3.28149 0.0 0.0 0.0 0.370
H 0.97337 2.26762 5.24509 0.0 0.0 0.0 0.520
H -2.48276 -1.16675 5.79237 0.0 0.0 0.0 0.439
H 3.23608 -2.13384 -3.33220 0.0 0.0 0.0 0.269
H 3.71198 8.35324 -0.40650 0.0 0.0 0.0 0.402
H 1.31281 -5.42673 3.58636 0.0 0.0 0.0 0.407
H 2.43557 2.56788 -4.48596 0.0 0.0 0.0 0.583
H 0.44506 -0.86667 3.09813 0.0 0.1 0.1 0.160
H 3.42387 2.64489 5.35485 0.0 0.0 0.0 0.406
H 7.57213 -2.33712 -0.57735 0.0 0.0 0.0 0.372
H -1.50300 -1.65673 3.59813 0.0 0.0 0.0 0.183
H -5.32849 0.44202 2.43369 0.0 0.0 0.0 0.543
H 6.68778 -0.37680 -1.59019 0.0 0.0 0.0 0.169
H -5.66051 -1.66616 -2.85866 0.0 0.0 0.0 0.425
H 5.96015 -2.66017 0.10758 0.0 0.0 0.0 0.311
H -6.86470 0.74526 0.46499 0.0 0.0 0.0 0.380
H -5.99700 -0.93085 4.36808 0.0 0.0 0.0 0.434
H 0.45901 -5.08209 -1.95111 0.0 0.0 0.0 0.483
H 2.36144 -1.44938 1.88399 0.0 0.0 0.0 0.475
H 0.65574 5.87053 1.27647 0.0 0.0 0.0 0.501



The lowest charge belongs to which entry?
CO5S



Please write out number 1 again, unchanged.
13
Properties=species:S:1:pos:R:3:forces:R:3:lowdin_spin:R:1 method="wB97M-V/def2-TZVPD" homo_ev="-6.10 / -6.10" charge=0 s_squared=0.760 de_lowest_kcal_mol=43.8 total_energy_ha=-512.94646 multiplicity=2
Cs -5.62362 -0.24793 -0.85112 0.1 0.0 1.4 0.000
O -5.60735 -0.41137 2.23793 0.1 0.0 -1.6 0.000
O 1.26129 0.40792 -1.52281 1.5 0.3 -0.8 0.158
O 0.24410 0.39411 0.52909 0.7 -0.1 1.1 0.002
O 2.48528 -0.48063 1.07586 0.3 -0.5 -0.2 0.259
O -0.91403 0.50192 -1.34324 1.1 1.0 0.3 0.024
C 2.53114 0.13025 -1.22060 -0.1 0.5 0.1 0.403
C 0.13737 0.51500 -0.74077 -2.8 -2.1 -0.5 0.007
C 3.09188 -0.33936 -0.00085 -0.1 0.2 0.1 0.131
H -6.07140 -0.23215 3.05288 -0.1 0.1 0.2 0.000
H 3.20357 0.43347 -2.02211 -0.2 -0.4 0.1 0.017
H 4.17235 -0.54277 -0.05658 -0.2 0.1 0.1 0.002
H 1.08942 -0.12846 0.86233 -0.3 1.0 -0.3 -0.002